78
Properties=species:S:1:pos:R:3:forces:R:3 method="wB97M-V/def2-TZVPD" gap_ev="5.25 / 5.27" lumo_ev="-5.0 / -5.0" total_charge=+1 multiplicity=1 e_above_lowest_kj_mol=0.0
Au 0.248969 0.024655 0.137380 -0.2 -0.7 1.0
C -6.722567 -0.535659 0.713186 0.0 0.0 0.1
C -5.919515 -0.114151 1.761616 0.0 0.1 0.1
C -4.572306 0.118634 1.552473 0.2 0.1 0.0
C -4.029399 -0.056911 0.282817 0.5 -0.5 0.7
C -4.837573 -0.473729 -0.769661 0.3 0.0 -0.1
C -6.179670 -0.715802 -0.548350 -0.1 0.1 -0.1
P -2.254913 0.302422 0.012933 0.2 1.4 -1.5
C -1.961741 -0.451410 -1.622458 0.1 -0.1 0.3
C -1.705447 0.277829 -2.778243 0.0 0.0 0.0
C -1.443672 -0.390163 -3.962193 0.0 0.1 -0.1
C -1.432265 -1.774226 -4.000608 0.0 -0.2 0.1
C -1.669990 -2.504212 -2.844580 0.1 -0.1 -0.2
C -1.924694 -1.846495 -1.657813 0.0 0.1 0.2
C -2.281780 2.097312 -0.277696 -0.3 0.1 0.2
C -3.444710 2.776864 -0.569402 0.2 -0.2 0.0
C -3.430948 4.166629 -0.747299 0.1 0.3 -0.1
C -2.269737 4.872854 -0.581015 -0.1 -0.1 0.0
C -1.068397 4.227931 -0.223255 0.0 -0.5 0.1
C 0.119997 4.940802 0.037391 0.2 0.1 0.0
C 1.263403 4.287713 0.396824 -0.2 0.2 0.2
C 1.278647 2.883855 0.491206 0.0 -0.2 -0.1
C 0.143175 2.177968 0.238932 0.9 -0.9 -0.7
C -1.065010 2.806341 -0.093568 -0.5 0.2 -0.2
H -7.771003 -0.726201 0.880728 -0.1 0.0 0.0
H -6.341961 0.035329 2.743728 0.0 0.0 0.1
H -3.939668 0.447627 2.366285 0.0 -0.1 0.1
H -4.415306 -0.589803 -1.757680 -0.1 -0.1 0.0
H -6.801845 -1.039633 -1.368325 -0.1 0.0 -0.1
H -1.729545 1.357876 -2.754279 0.0 0.1 0.0
H -1.251851 0.173728 -4.862106 0.0 0.1 -0.1
H -1.245439 -2.289987 -4.930715 0.0 0.0 -0.1
H -1.657450 -3.582914 -2.868564 0.0 -0.1 0.0
H -2.131638 -2.405027 -0.752099 0.0 -0.1 0.0
H -4.382157 2.246451 -0.667035 0.0 0.0 0.0
H -4.346693 4.680698 -1.003518 0.0 0.0 0.0
H -2.250037 5.944088 -0.709767 -0.1 0.2 0.0
H 0.109548 6.018799 -0.040170 0.0 0.1 -0.1
H 2.174057 4.826690 0.609721 0.0 0.1 0.0
H 2.203789 2.395927 0.758794 0.1 -0.2 -0.1
I 3.606565 -0.322772 1.250956 -0.2 0.0 -0.5
C 2.254688 -0.661896 -0.394941 -0.3 1.6 0.6
H 2.301419 -1.719000 -0.637832 -0.5 -0.1 0.2
H 2.636524 -0.093182 -1.235756 0.0 0.1 0.1
C 2.135647 2.970647 5.652781 0.0 0.1 0.0
C 2.719662 1.715108 5.666338 0.1 0.0 0.1
C 2.213847 0.703935 4.867998 0.1 -0.1 0.1
C 1.112913 0.958246 4.068925 -0.3 -0.6 -0.4
C 0.551916 2.223131 4.014545 -0.1 0.1 0.0
C 1.061002 3.229582 4.816421 0.0 0.1 0.0
Sb 0.201126 -0.624888 2.963472 0.0 -0.9 -0.1
C 1.293136 -2.390009 3.523981 -0.6 0.9 0.1
C 1.846223 -3.190325 2.539531 -0.1 0.0 -0.1
C 2.605056 -4.290962 2.896274 0.0 0.0 -0.1
C 2.770711 -4.608360 4.233453 0.0 0.0 0.0
C 2.187221 -3.821225 5.212425 0.0 0.0 0.2
C 1.454404 -2.696863 4.864553 0.1 -0.2 0.1
C -1.647087 -0.884353 4.048817 0.7 0.1 -0.3
C -2.088318 -2.171739 4.317128 0.1 -0.1 0.0
C -3.288327 -2.362903 4.981264 -0.1 -0.1 0.0
C -4.052079 -1.272503 5.366635 0.0 0.0 0.1
C -3.604566 0.011846 5.103931 -0.1 0.1 0.0
C -2.406926 0.210026 4.434897 0.1 0.0 0.1
H 2.520982 3.750162 6.292955 0.0 0.1 0.0
H 3.570536 1.513448 6.300561 0.1 0.0 0.1
H 2.674508 -0.275497 4.870479 0.0 0.0 0.1
H -0.274609 2.428656 3.344939 0.0 0.1 0.0
H 0.615487 4.213212 4.788706 0.0 0.1 0.0
H 1.682178 -2.958268 1.494044 0.1 0.0 0.0
H 3.064238 -4.892245 2.126205 0.0 -0.1 0.0
H 3.351034 -5.475003 4.511625 0.1 -0.1 0.0
H 2.300556 -4.081758 6.252722 0.1 0.0 0.1
H 1.007108 -2.074272 5.630409 0.0 0.0 0.0
H -1.485978 -3.024312 4.023246 0.0 0.0 0.0
H -3.627791 -3.365235 5.198840 0.0 -0.1 0.0
H -4.990332 -1.423829 5.880355 0.0 0.0 0.1
H -4.192174 0.863346 5.416436 0.0 0.1 0.0
H -2.065595 1.215855 4.226507 0.0 0.1 0.1

---

85
Properties=species:S:1:pos:R:3:forces:R:3 method="wB97M-V/def2-TZVPD" gap_ev=6.75 lumo_ev=-6.7 total_charge=+2 multiplicity=1 e_above_lowest_kj_mol=8.1
Ta 0.229409 -0.091134 0.322832 -0.6 -0.3 0.1
C 1.865057 -1.385800 3.008745 -0.1 0.0 0.1
P 0.104212 -1.001848 2.762338 0.0 -0.1 -0.1
C -0.903712 -2.444610 3.103628 0.0 0.0 0.1
C -2.245207 -2.458153 2.716570 0.0 0.0 -0.1
C -3.029832 -3.568104 2.977800 0.0 0.0 0.0
C -2.480439 -4.670688 3.621342 0.0 0.0 0.0
C -1.149420 -4.659531 4.010915 0.0 0.0 0.0
C -0.359442 -3.547149 3.757687 0.0 0.0 0.0
C -0.370473 0.333512 3.881864 0.0 0.0 0.1
C 0.442346 1.461609 4.039196 0.0 0.0 0.0
C 0.070669 2.460609 4.922227 0.0 0.0 0.0
C -1.118534 2.360105 5.632400 0.0 0.0 0.0
C -1.935229 1.252153 5.466012 0.0 0.0 0.0
C -1.563038 0.236429 4.597671 0.0 0.0 0.0
C 2.586073 -0.257234 2.348776 -0.1 0.1 -0.1
C 3.797772 0.291835 2.597225 0.1 0.0 0.0
C 3.974143 1.388568 1.691966 0.0 0.0 0.0
C 2.860439 1.464223 0.924752 0.0 0.0 0.0
C 2.532722 2.350543 -0.234212 0.0 0.0 0.0
P 0.723835 2.453266 -0.258196 -0.1 0.0 -0.1
C 0.169220 3.139333 -1.832402 0.0 0.0 0.0
C 0.997225 3.161364 -2.953754 0.0 0.0 0.0
C 0.514272 3.634897 -4.165784 0.0 0.0 0.0
C -0.795631 4.081146 -4.266623 0.0 0.0 0.0
C -1.623192 4.064373 -3.150273 0.0 0.0 0.0
C -1.144329 3.597479 -1.937562 0.0 0.0 0.0
C 0.190894 3.565295 1.058269 0.0 0.0 0.1
C 1.043916 4.566144 1.524291 0.0 0.0 0.0
C 0.595806 5.468628 2.475814 0.0 0.0 0.0
C -0.700842 5.380422 2.964753 0.0 0.0 0.0
C -1.548656 4.380135 2.513069 0.0 0.0 0.0
C -1.104240 3.468928 1.568579 0.0 0.0 0.0
N 1.943912 0.463227 1.309533 0.2 0.0 0.1
H 2.129167 -1.466116 4.063540 0.0 0.0 0.0
H 2.063855 -2.348412 2.527180 0.0 0.0 0.0
H -2.681082 -1.596980 2.222294 0.0 0.0 0.0
H -4.070160 -3.575366 2.681077 0.0 0.0 0.0
H -3.093953 -5.538372 3.823165 0.0 0.0 0.0
H -0.724249 -5.514533 4.518581 0.0 0.0 0.0
H 0.674204 -3.549462 4.079600 0.0 0.0 0.0
H 1.370391 1.563954 3.493395 0.0 0.0 0.0
H 0.713634 3.320352 5.055558 0.0 0.0 0.0
H -1.404287 3.141539 6.324363 0.0 0.0 0.0
H -2.855244 1.165261 6.028514 0.0 0.0 0.0
H -2.192293 -0.637934 4.499604 0.0 0.0 0.0
H 4.496471 -0.036611 3.350197 0.0 0.0 0.0
H 4.839315 2.028381 1.620666 0.0 0.0 0.0
H 3.022672 3.320973 -0.172515 0.0 0.0 0.0
H 2.842690 1.894541 -1.179825 0.0 0.0 0.0
H 2.025119 2.826444 -2.897302 0.0 0.0 0.0
H 1.167416 3.664668 -5.027523 0.0 0.0 0.0
H -1.168142 4.456558 -5.210285 0.0 0.0 0.0
H -2.639213 4.430338 -3.221829 0.0 0.0 0.0
H -1.790936 3.612243 -1.067590 0.0 0.0 0.0
H 2.052066 4.662843 1.144591 0.0 0.0 0.0
H 1.258020 6.248179 2.827937 0.0 0.0 0.0
H -1.048647 6.092412 3.701621 0.0 0.0 0.0
H -2.556659 4.301537 2.898418 0.0 0.0 0.0
H -1.772730 2.684287 1.242340 0.0 0.0 0.0
Cl -4.329124 0.807668 2.046858 0.0 0.0 0.1
C -3.925273 0.698839 0.384492 0.0 0.1 -0.1
C -4.932287 0.829101 -0.600168 0.0 0.0 0.1
C -4.617558 0.776932 -1.925995 -0.1 0.0 -0.1
Cl -5.859523 0.959736 -3.103983 0.0 0.0 0.0
C -3.275387 0.579829 -2.356474 0.1 0.0 0.0
C -2.839544 0.531289 -3.694982 -0.1 0.0 0.0
C -1.507407 0.355021 -3.957117 0.0 0.0 0.0
C -0.605320 0.201859 -2.898893 0.0 0.0 0.0
N -0.980784 0.218709 -1.630660 0.2 0.0 -0.1
C -2.298271 0.432363 -1.361858 -0.2 0.0 0.1
C -2.625045 0.515652 0.004277 0.1 -0.1 0.1
O -1.583654 0.406792 0.866847 0.2 -0.1 -0.2
H -5.955909 0.980693 -0.287322 0.0 0.0 0.0
H -3.556756 0.642489 -4.496925 0.0 0.0 0.0
H -1.134572 0.328570 -4.970728 0.0 0.0 0.0
H 0.448453 0.058313 -3.097402 0.0 0.0 0.0
C 2.078237 -3.959381 -2.617936 0.0 0.0 0.0
O 0.871964 -3.749391 -1.829343 0.0 0.0 -0.1
C 0.696847 -2.652776 -1.178719 0.1 0.1 0.0
S -0.685211 -2.480342 -0.229040 0.1 0.1 0.1
S 1.846942 -1.370301 -1.160680 0.0 0.1 -0.1
H 1.945736 -4.934588 -3.070212 0.0 0.0 0.0
H 2.942863 -3.951297 -1.958716 0.0 0.0 0.0
H 2.154152 -3.185074 -3.377443 0.0 0.0 0.0

---

| no. | energy (eV) |
| --- | --- |
| 1 | -70663.587 |
| 2 | -116963.986 |